[1]
DFT (ωB97M-V/def2-TZVPD) results for a cluster of 2 separate species, CH5S2 in total at a distorted geometry.

The geometry in XYZ format:
```
8
CH5S2, DFT ωB97M-V/def2-TZVPD
S 2.02 1.07 2.19
H 2.65 1.50 1.13
C -1.18 -0.40 -1.00
S -0.40 -1.12 0.50
H -2.22 -0.29 -0.73
H -0.80 0.66 -1.22
H -0.75 -1.16 -1.77
H 0.68 -0.25 0.88
```

Summary:
ΔE to the lowest compared entry with this formula, charge and spin: 0.6317 eV
Energy: -837.47948 Ha
Total charge: -1
Frontier orbital gap: 6.60 eV
Strongest force on any atom: 3.19 eV Å⁻¹

[2]
DFT (ωB97M-V/def2-TZVPD) results for the ion C13H6Cl2F3O2S with charge -1 at a distorted geometry.

The geometry in XYZ format:
```
27
C13H6Cl2F3O2S, DFT ωB97M-V/def2-TZVPD
Cl 4.39 3.51 -0.43
C 2.69 3.33 -0.30
C 1.86 4.40 -0.36
C 0.39 4.28 -0.39
O -0.32 5.29 -0.59
C -0.16 2.95 -0.21
Cl -1.81 2.74 -0.49
C 0.65 1.72 -0.17
C 2.20 1.92 -0.28
O 2.89 0.93 -0.43
H 2.29 5.38 -0.51
H 0.36 1.06 -0.99
F -1.00 -4.93 -1.41
C -1.86 -4.40 -0.49
F -3.04 -4.15 -1.14
F -2.12 -5.38 0.43
C -1.30 -3.13 0.12
C -2.17 -2.12 0.54
C -1.64 -0.91 0.96
C -0.25 -0.70 0.95
S 0.39 0.88 1.43
C 0.61 -1.78 0.69
C 0.08 -3.00 0.27
H -3.24 -2.30 0.56
H -2.29 -0.10 1.31
H 1.68 -1.64 0.84
H 0.74 -3.84 0.09
```

Summary:
Energy: -2267.70158 Ha
SMILES: O=C1C(Cl)=CC([O-])=C(Cl)[C@@H]1Sc1ccc(C(F)(F)F)cc1
Total charge: -1
Frontier orbital gap: 5.95 eV
Strongest force on any atom: 3.57 eV Å⁻¹

[3]
DFT (ωB97M-V/def2-TZVPD) results for a structure of composition C3H3NS at a distorted geometry.

The geometry in XYZ format:
```
8
C3H3NS, DFT ωB97M-V/def2-TZVPD
C -2.67 -1.32 0.12
C -1.62 -0.78 -0.14
C -0.42 -0.56 -0.55
N 2.68 1.26 -0.01
S 1.06 -0.15 -0.82
H -3.58 -1.62 0.55
H 2.04 2.09 -0.08
H 2.52 1.09 0.93
```

Summary:
ΔE to the lowest compared entry with this formula, charge and spin: 4.9507 eV
Energy: -568.83565 Ha
Total charge: 0
Frontier orbital gap (alpha / beta): 7.71 / 6.33 eV
Strongest force on any atom: 4.63 eV Å⁻¹

[4]
DFT (ωB97M-V/def2-TZVPD) results for a structure of composition C14H37As3CuN2 at a distorted geometry.

The geometry in XYZ format:
```
57
C14H37As3CuN2, DFT ωB97M-V/def2-TZVPD
Cu 10.08 7.18 8.14
N 10.06 5.13 7.47
C 9.87 5.28 5.97
C 11.15 5.73 5.28
C 11.33 7.27 5.32
N 11.56 7.86 6.76
H 10.86 4.50 7.65
H 9.29 4.58 7.77
H 9.14 6.06 5.81
H 9.63 4.28 5.58
H 11.04 5.40 4.24
H 12.03 5.15 5.65
H 10.44 7.76 4.92
H 12.20 7.58 4.71
H 11.48 8.84 6.63
H 12.50 7.60 7.09
C 11.72 8.00 11.56
As 10.11 7.51 10.59
C 9.21 6.23 11.82
C 8.94 9.08 11.06
C 8.82 10.19 10.00
C 10.20 10.46 9.37
C 7.70 9.86 9.04
As 7.97 8.23 7.92
C 7.29 8.88 6.25
C 6.46 7.27 8.65
C 8.50 11.57 10.75
As 6.78 11.75 11.60
C 5.50 12.36 10.36
C 6.13 10.58 12.99
H 11.37 8.69 12.32
H 12.45 8.49 10.96
H 12.12 7.08 12.09
H 8.92 6.73 12.75
H 9.92 5.50 12.09
H 8.33 5.81 11.35
H 9.27 9.36 12.06
H 7.96 8.54 11.19
H 10.43 9.57 8.73
H 11.02 10.61 10.09
H 10.19 11.37 8.75
H 7.54 10.63 8.27
H 6.74 9.75 9.60
H 6.26 9.33 6.39
H 7.22 8.17 5.44
H 7.98 9.70 5.98
H 5.63 7.76 8.14
H 6.40 7.42 9.73
H 6.41 6.22 8.32
H 8.50 12.34 9.97
H 9.30 11.82 11.42
H 5.89 13.13 9.68
H 4.69 12.80 11.00
H 5.03 11.54 9.84
H 7.04 10.47 13.61
H 5.74 9.68 12.53
H 5.39 11.19 13.57
```

Summary:
ΔE to the lowest compared entry with this formula, charge and spin: 0.3599 eV
⟨S²⟩: 0.753
Energy: -9012.34918 Ha
Total charge: +2
Frontier orbital gap (alpha / beta): 8.43 / 5.33 eV
Spin multiplicity: 2
Strongest force on any atom: 2.40 eV Å⁻¹

[5]
DFT (ωB97M-V/def2-TZVPD) results for a cluster of 2 separate species, C10H16OS in total at a distorted geometry.

The geometry in XYZ format:
```
28
C10H16OS, DFT ωB97M-V/def2-TZVPD
C 0.72 -3.45 1.11
C -1.74 -2.07 1.74
S -0.63 -3.37 2.35
H 1.06 -4.47 1.03
H 0.25 -3.13 0.20
H 1.54 -2.78 1.39
H -1.29 -1.13 2.06
H -2.70 -2.21 2.23
H -1.94 -2.06 0.67
C 1.45 -0.19 -0.22
C 2.82 0.46 0.08
C 0.34 0.82 -0.44
C 0.58 2.19 -0.34
C -0.85 0.34 -1.03
C -0.41 3.12 -0.66
C -1.73 1.27 -1.50
C -1.58 2.65 -1.25
O -2.52 3.56 -1.64
H 1.58 -0.86 -1.08
H 1.30 -0.90 0.63
H 2.78 0.94 1.05
H 1.29 2.56 0.39
H -1.01 -0.68 -1.36
H -0.40 4.18 -0.44
H -2.65 1.05 -2.05
H -3.05 3.25 -2.36
H 3.16 1.17 -0.68
H 3.61 -0.28 0.14
```

Summary:
ΔE to the lowest compared entry with this formula, charge and spin: 0.9644 eV
Energy: -864.02760 Ha
SMILES: CCc1ccc(O)cc1.CSC
Total charge: 0
Frontier orbital gap: 9.18 eV
Strongest force on any atom: 2.43 eV Å⁻¹

[6]
DFT (ωB97M-V/def2-TZVPD) results for the molecule C4H10N2O at a distorted geometry.

The geometry in XYZ format:
```
17
C4H10N2O, DFT ωB97M-V/def2-TZVPD
C 0.88 -0.60 -0.12
C 0.21 -1.93 0.46
C -1.06 -1.53 1.17
O -1.21 -0.46 1.68
N 0.01 0.19 -0.99
C 0.55 1.49 -1.40
N 0.39 2.47 -0.40
H 1.27 -0.01 0.74
H 1.78 -0.93 -0.62
H 0.93 -2.22 1.28
H -0.05 -2.72 -0.35
H -1.87 -2.29 1.10
H -0.43 -0.27 -1.79
H 0.11 1.91 -2.33
H 1.65 1.45 -1.66
H 0.50 3.34 -0.77
H -0.48 2.27 0.10
```

Summary:
ΔE to the lowest compared entry with this formula, charge and spin: 2.5952 eV
Energy: -343.10609 Ha
SMILES: NCNCCC=O
Total charge: 0
Frontier orbital gap: 9.74 eV
Strongest force on any atom: 4.36 eV Å⁻¹

[7]
DFT (ωB97M-V/def2-TZVPD) results for a structure of composition C28H28CrFN6O4.

The geometry in XYZ format:
```
68
C28H28CrFN6O4, DFT ωB97M-V/def2-TZVPD
Cr -3.96 0.48 0.20
O -3.86 1.77 4.01
C -4.02 1.60 2.81
N -4.13 0.46 2.14
C -4.01 -0.80 2.83
C -3.96 -1.91 1.80
C -3.88 -3.25 2.16
C -3.87 -4.22 1.18
C -3.96 -3.84 -0.15
C -4.03 -2.50 -0.44
N -4.02 -1.55 0.51
C -4.13 2.80 1.86
C -4.04 4.09 2.32
C -4.15 5.13 1.41
C -4.35 4.84 0.07
C -4.41 3.51 -0.32
N -4.31 2.51 0.56
H -4.86 -0.98 3.50
H -3.13 -0.84 3.47
H -3.83 -3.51 3.21
H -3.82 -5.27 1.45
H -3.98 -4.57 -0.95
H -4.10 -2.13 -1.46
H -3.90 4.25 3.38
H -4.09 6.16 1.74
H -4.45 5.62 -0.67
H -4.55 3.23 -1.36
C 1.85 -1.35 -4.33
C 1.71 0.11 -3.94
N 0.82 0.30 -2.79
C -0.50 0.54 -3.02
C -1.46 0.68 -2.07
C -2.88 0.90 -2.57
O -3.01 1.37 -3.69
O -3.83 0.54 -1.78
C -1.07 0.64 -0.69
O -1.80 0.91 0.26
C 0.34 0.27 -0.44
C 0.77 0.10 0.87
C 2.07 -0.20 1.13
F 2.49 -0.31 2.42
C 3.01 -0.35 0.11
C 2.59 -0.20 -1.19
C 1.26 0.12 -1.49
N 4.39 -0.64 0.35
C 4.73 -1.47 1.49
C 6.13 -2.02 1.31
N 7.08 -0.85 1.19
C 6.70 0.05 0.04
C 5.28 0.51 0.25
H 2.50 -1.45 -5.20
H 0.88 -1.78 -4.57
H 2.28 -1.94 -3.51
H 1.29 0.69 -4.76
H 2.67 0.56 -3.71
H -0.79 0.64 -4.06
H 0.06 0.24 1.68
H 3.32 -0.37 -1.98
H 4.04 -2.30 1.57
H 4.68 -0.92 2.44
H 6.22 -2.59 0.39
H 6.45 -2.62 2.16
H 8.05 -1.18 1.09
H 7.04 -0.31 2.06
H 6.79 -0.55 -0.86
H 7.41 0.88 0.01
H 4.99 1.13 -0.60
H 5.22 1.15 1.15
```

Summary:
⟨S²⟩: 6.015
Energy: -2857.53330 Ha
Total charge: +1
Frontier orbital gap (alpha / beta): 5.12 / 6.74 eV
Spin multiplicity: 5
Strongest force on any atom: 0.91 eV Å⁻¹

[8]
DFT (ωB97M-V/def2-TZVPD) results for a cluster of 2 separate species, C3H8O3 in total at a distorted geometry.

The geometry in XYZ format:
```
14
C3H8O3, DFT ωB97M-V/def2-TZVPD
C -1.16 -1.51 1.27
C 0.96 0.56 -0.85
C 0.19 1.02 0.33
H -3.04 -1.18 1.73
H -0.38 -0.89 1.74
H -1.20 -2.48 1.86
H -0.99 -1.79 0.28
H 1.91 0.72 -2.25
H -0.35 0.13 0.61
H 0.83 1.61 1.17
H -0.51 1.87 0.01
O -2.18 -0.56 1.63
O 0.82 -0.61 -1.35
O 1.83 1.37 -1.49
```

Summary:
ΔE to the lowest compared entry with this formula, charge and spin: 2.4180 eV
Energy: -344.75950 Ha
SMILES: CC(=O)O.CO
Total charge: 0
Frontier orbital gap: 11.24 eV
Strongest force on any atom: 5.52 eV Å⁻¹